1.
{"formula": "C26H29NO4S", "method": "wB97M-V/def2-TZVPD", "species": ["C", "C", "H", "H", "O", "C", "C", "C", "C", "C", "O", "H", "H", "H", "H", "H", "H", "H", "H", "C", "C", "C", "O", "C", "O", "N", "H", "C", "C", "C", "C", "C", "C", "C", "H", "H", "H", "H", "H", "H", "H", "H", "C", "C", "S", "C", "C", "C", "C", "C", "C", "H", "H", "H", "H", "H", "H", "H", "H", "H", "H"], "xyz": [[0.686, -2.833, 3.689], [-0.200, -1.691, 3.222], [-1.025, -2.075, 2.607], [-0.630, -1.150, 4.079], [0.597, -0.799, 2.459], [-0.046, 0.365, 2.050], [0.970, 1.259, 1.322], [0.352, 2.645, 1.088], [1.403, 3.715, 0.807], [0.757, 5.075, 0.530], [1.703, 6.102, 0.361], [2.291, 5.869, -0.366], [0.105, 5.002, -0.354], [0.146, 5.381, 1.382], [2.016, 3.433, -0.054], [2.068, 3.812, 1.667], [-0.355, 2.588, 0.258], [-0.212, 2.940, 1.976], [1.835, 1.359, 1.982], [1.404, 0.620, -0.011], [0.305, -0.220, -0.588], [-0.867, -0.416, 0.012], [-1.179, 0.086, 1.259], [-1.949, -1.210, -0.640], [-1.822, -1.690, -1.751], [-3.053, -1.355, 0.123], [-3.098, -0.837, 0.987], [-4.258, -1.992, -0.361], [-5.335, -0.978, -0.651], [-5.115, -0.006, -1.620], [-6.080, 0.947, -1.887], [-7.277, 0.937, -1.190], [-7.503, -0.028, -0.224], [-6.534, -0.979, 0.047], [-6.714, -1.731, 0.802], [-8.435, -0.040, 0.322], [-8.033, 1.680, -1.400], [-5.901, 1.697, -2.643], [-4.182, -0.008, -2.165], [-4.605, -2.720, 0.379], [-3.974, -2.516, -1.279], [0.467, -0.678, -1.550], [2.680, -0.180, 0.032], [3.207, -0.796, 1.112], [4.685, -1.640, 0.793], [4.622, -1.163, -0.879], [5.543, -1.479, -1.866], [5.322, -1.008, -3.143], [4.199, -0.233, -3.429], [3.285, 0.082, -2.448], [3.483, -0.381, -1.145], [2.418, 0.678, -2.687], [4.045, 0.124, -4.437], [6.024, -1.241, -3.929], [6.407, -2.081, -1.632], [2.808, -0.831, 2.105], [1.585, 1.435, -0.724], [-0.466, 0.894, 2.927], [1.490, -2.452, 4.313], [1.121, -3.334, 2.829], [0.098, -3.546, 4.260]], "lumo_energy_ev": 0.59, "orbital_gap_ha": 0.3209, "e_tot_ev": -47948.5366, "fmax_ev_per_a": 0.8, "spin_multiplicity": 1, "smiles": "CCO[C@@H]1OC(C(=O)NCc2ccccc2)=C[C@H](c2csc3ccccc23)[C@H]1CCCO", "total_charge": 0}

***

2.
{"formula": "C26H30AlN6O7P", "method": "wB97M-V/def2-TZVPD", "species": ["Al", "O", "C", "O", "C", "O", "C", "C", "O", "O", "H", "H", "H", "H", "H", "C", "O", "C", "C", "C", "C", "C", "C", "N", "N", "C", "C", "C", "C", "O", "C", "N", "C", "C", "C", "C", "H", "H", "H", "H", "H", "H", "H", "H", "H", "H", "H", "H", "C", "N", "C", "N", "C", "N", "C", "P", "C", "C", "H", "H", "H", "H", "H", "H", "H", "H", "H", "H", "H", "H", "H"], "xyz": [[0.347, 2.720, 1.745], [3.125, 5.578, 0.724], [2.775, 4.355, 0.970], [1.628, 4.053, 1.297], [3.881, 3.342, 0.806], [3.537, 2.123, 1.392], [3.660, 2.105, 2.820], [2.404, 1.533, 3.467], [2.479, 0.700, 4.328], [1.250, 1.992, 3.019], [2.369, 6.187, 0.793], [4.019, 3.191, -0.268], [4.810, 3.768, 1.197], [3.828, 3.110, 3.220], [4.505, 1.480, 3.108], [-0.678, -1.501, -4.777], [-1.137, -2.166, -3.614], [-2.175, -1.605, -2.935], [-2.652, -0.322, -3.174], [-3.710, 0.176, -2.425], [-4.309, -0.611, -1.457], [-3.867, -1.923, -1.257], [-2.782, -2.406, -1.960], [-5.471, -0.212, -0.734], [-5.511, 0.848, -0.104], [-4.295, 1.591, 0.111], [-4.159, 2.861, -0.381], [-2.982, 3.624, -0.188], [-1.952, 3.095, 0.540], [-0.770, 3.689, 0.809], [-2.124, 1.812, 1.118], [-1.076, 1.408, 1.882], [-1.168, 0.289, 2.586], [-2.305, -0.515, 2.514], [-3.352, -0.149, 1.693], [-3.286, 1.048, 0.956], [0.081, -2.144, -5.216], [-0.239, -0.523, -4.540], [-1.486, -1.357, -5.497], [-2.236, 0.293, -3.959], [-4.087, 1.167, -2.645], [-4.403, -2.557, -0.562], [-2.430, -3.420, -1.823], [-4.966, 3.284, -0.964], [-2.903, 4.616, -0.612], [-0.329, 0.056, 3.231], [-2.362, -1.406, 3.122], [-4.242, -0.763, 1.648], [3.340, -2.996, 0.489], [3.043, -2.321, -0.863], [1.800, -3.008, -1.465], [0.711, -2.956, -0.566], [1.063, -3.588, 0.702], [2.208, -2.940, 1.334], [1.903, -1.586, 1.793], [1.394, -0.448, 0.415], [2.832, -0.846, -0.701], [0.183, -1.605, -0.388], [4.198, -2.478, 0.920], [3.604, -4.029, 0.255], [3.836, -2.479, -1.487], [2.099, -4.040, -1.660], [1.579, -2.496, -2.403], [1.309, -4.636, 0.518], [0.208, -3.545, 1.374], [2.766, -1.174, 2.322], [1.099, -1.643, 2.529], [3.749, -0.416, -0.293], [2.669, -0.425, -1.695], [-0.127, -1.202, -1.356], [-0.723, -1.656, 0.222]], "lumo_energy_ev": -5.88, "orbital_gap_ha": 0.2493, "e_tot_ev": -66596.4487, "fmax_ev_per_a": 0.6, "spin_multiplicity": 1, "total_charge": 2}

***

3.
{"formula": "C26H30BBr4F4N4O2PdSe2", "method": "wB97M-V/def2-TZVPD", "species": ["Pd", "Br", "C", "C", "Br", "C", "Br", "C", "O", "C", "O", "C", "Br", "F", "B", "F", "F", "F", "C", "C", "C", "C", "N", "C", "Se", "N", "C", "C", "C", "C", "C", "C", "C", "C", "C", "C", "H", "H", "H", "H", "H", "H", "H", "H", "H", "H", "H", "H", "H", "H", "H", "H", "H", "H", "H", "H", "H", "H", "C", "N", "C", "C", "N", "C", "C", "Se", "H", "H", "H", "H", "H", "H", "H", "H"], "xyz": [[0.148, -0.257, 0.072], [-6.239, 2.634, -0.856], [-4.849, 1.402, -0.635], [-5.150, 0.068, -0.157], [-6.909, -0.381, 0.295], [-4.163, -0.869, -0.029], [-4.511, -2.623, 0.538], [-2.798, -0.548, -0.317], [-1.877, -1.365, -0.229], [-2.481, 0.852, -0.753], [-1.306, 1.149, -0.963], [-3.565, 1.770, -0.925], [-3.129, 3.479, -1.564], [1.009, -1.274, 3.919], [0.584, -0.906, 2.693], [-0.604, -1.553, 2.259], [1.597, -1.264, 1.679], [0.360, 0.482, 2.543], [2.134, 1.953, -6.086], [2.373, 2.836, -4.862], [3.149, 2.129, -3.752], [2.384, 0.944, -3.163], [3.165, 0.287, -2.122], [3.086, 0.520, -0.798], [1.788, 1.606, 0.026], [4.048, -0.171, -0.170], [4.355, -0.148, 1.256], [5.638, 0.630, 1.543], [5.512, 2.123, 1.246], [6.691, 2.904, 1.821], [4.767, -0.887, -1.112], [5.831, -1.774, -0.987], [6.322, -2.325, -2.154], [5.768, -2.017, -3.404], [4.700, -1.152, -3.529], [4.210, -0.589, -2.357], [1.786, 2.552, -6.927], [1.379, 1.190, -5.891], [3.057, 1.457, -6.392], [1.418, 3.193, -4.467], [2.947, 3.715, -5.159], [3.358, 2.834, -2.943], [4.107, 1.776, -4.145], [2.159, 0.198, -3.925], [1.446, 1.280, -2.724], [4.435, -1.179, 1.599], [3.518, 0.318, 1.768], [6.465, 0.211, 0.963], [5.872, 0.487, 2.600], [4.578, 2.499, 1.673], [5.465, 2.284, 0.164], [6.719, 2.800, 2.906], [6.616, 3.965, 1.583], [7.634, 2.531, 1.419], [6.254, -2.027, -0.025], [7.156, -3.012, -2.104], [6.187, -2.475, -4.290], [4.263, -0.925, -4.491], [-1.801, -3.072, -3.399], [-1.256, -3.734, -2.231], [-1.756, -4.872, -1.651], [-0.959, -5.165, -0.598], [0.024, -4.210, -0.552], [1.107, -4.187, 0.413], [-0.171, -3.324, -1.545], [0.842, -1.809, -1.929], [-2.758, -3.526, -3.642], [-1.125, -3.174, -4.246], [-1.938, -2.011, -3.196], [-2.630, -5.379, -2.020], [-1.025, -5.966, 0.117], [1.407, -5.209, 0.636], [0.784, -3.704, 1.331], [1.948, -3.637, 0.002]], "lumo_energy_ev": [-5.67, -5.67], "orbital_gap_ha": [0.1704, 0.1704], "e_tot_ev": -463392.8733, "fmax_ev_per_a": 1.7, "spin_multiplicity": 1, "total_charge": 1}

***

Repeat the first record exactly.
{"formula": "C26H29NO4S", "method": "wB97M-V/def2-TZVPD", "species": ["C", "C", "H", "H", "O", "C", "C", "C", "C", "C", "O", "H", "H", "H", "H", "H", "H", "H", "H", "C", "C", "C", "O", "C", "O", "N", "H", "C", "C", "C", "C", "C", "C", "C", "H", "H", "H", "H", "H", "H", "H", "H", "C", "C", "S", "C", "C", "C", "C", "C", "C", "H", "H", "H", "H", "H", "H", "H", "H", "H", "H"], "xyz": [[0.686, -2.833, 3.689], [-0.200, -1.691, 3.222], [-1.025, -2.075, 2.607], [-0.630, -1.150, 4.079], [0.597, -0.799, 2.459], [-0.046, 0.365, 2.050], [0.970, 1.259, 1.322], [0.352, 2.645, 1.088], [1.403, 3.715, 0.807], [0.757, 5.075, 0.530], [1.703, 6.102, 0.361], [2.291, 5.869, -0.366], [0.105, 5.002, -0.354], [0.146, 5.381, 1.382], [2.016, 3.433, -0.054], [2.068, 3.812, 1.667], [-0.355, 2.588, 0.258], [-0.212, 2.940, 1.976], [1.835, 1.359, 1.982], [1.404, 0.620, -0.011], [0.305, -0.220, -0.588], [-0.867, -0.416, 0.012], [-1.179, 0.086, 1.259], [-1.949, -1.210, -0.640], [-1.822, -1.690, -1.751], [-3.053, -1.355, 0.123], [-3.098, -0.837, 0.987], [-4.258, -1.992, -0.361], [-5.335, -0.978, -0.651], [-5.115, -0.006, -1.620], [-6.080, 0.947, -1.887], [-7.277, 0.937, -1.190], [-7.503, -0.028, -0.224], [-6.534, -0.979, 0.047], [-6.714, -1.731, 0.802], [-8.435, -0.040, 0.322], [-8.033, 1.680, -1.400], [-5.901, 1.697, -2.643], [-4.182, -0.008, -2.165], [-4.605, -2.720, 0.379], [-3.974, -2.516, -1.279], [0.467, -0.678, -1.550], [2.680, -0.180, 0.032], [3.207, -0.796, 1.112], [4.685, -1.640, 0.793], [4.622, -1.163, -0.879], [5.543, -1.479, -1.866], [5.322, -1.008, -3.143], [4.199, -0.233, -3.429], [3.285, 0.082, -2.448], [3.483, -0.381, -1.145], [2.418, 0.678, -2.687], [4.045, 0.124, -4.437], [6.024, -1.241, -3.929], [6.407, -2.081, -1.632], [2.808, -0.831, 2.105], [1.585, 1.435, -0.724], [-0.466, 0.894, 2.927], [1.490, -2.452, 4.313], [1.121, -3.334, 2.829], [0.098, -3.546, 4.260]], "lumo_energy_ev": 0.59, "orbital_gap_ha": 0.3209, "e_tot_ev": -47948.5366, "fmax_ev_per_a": 0.8, "spin_multiplicity": 1, "smiles": "CCO[C@@H]1OC(C(=O)NCc2ccccc2)=C[C@H](c2csc3ccccc23)[C@H]1CCCO", "total_charge": 0}